1.
Below is a cluster of 2 separate species, C4H8O in total at a distorted geometry, with properties calculated with ωB97M-V/def2-TZVPD.

Positions of all 13 atoms, in Å:
C 0.73379 -1.19063 -1.37264
C 0.40307 0.10368 -1.36172
O 0.01801 0.79118 -2.47937
H 0.55755 -1.84229 -2.22373
H 1.15160 -1.64916 -0.48274
H 0.46878 0.77291 -0.34502
H -0.05827 0.17392 -3.22694
C -0.31368 1.04613 1.63774
C -0.74166 -0.07491 2.22445
H 0.05338 1.86765 2.24633
H -0.49730 1.15394 0.47294
H -0.61043 -0.27438 3.28366
H -1.16482 -0.87805 1.62704

2S+1 = 1
E_HOMO = -9.054 eV
Net charge = 0
Frontier orbital gap = 10.06 eV

Here are the Löwdin charges for atoms 1 to 5, given in e: -0.011 -0.294 -0.023 0.051 0.046


2.
Below is a structure of composition C15H36BrF9N3O14S3V at a distorted geometry, with properties calculated with ωB97M-V/def2-TZVPD.

Positions of all 82 atoms, in Å:
O 0.18076 -0.66596 -0.98900
V -1.33822 -0.66277 -1.40506
O -1.43545 -0.09274 -2.96333
C 3.24436 -5.59036 1.89591
C 3.42564 -6.92917 2.56171
C 2.45416 -7.27680 3.67208
O 2.56613 -8.63079 4.06680
C 1.79466 -8.83463 5.29633
N 3.43594 -7.97751 1.48987
H 3.12898 -8.87208 1.84427
H 2.71841 -7.67107 0.84851
H 4.35979 -8.00869 1.08288
H 2.21549 -5.36422 1.61591
H 3.92593 -5.31038 1.09269
H 3.26686 -4.86025 2.70494
H 4.38993 -7.15759 3.01567
H 1.45389 -6.93213 3.40978
H 2.90408 -6.66771 4.45609
H 0.73393 -8.61496 5.17511
H 2.13068 -8.28580 6.17609
H 1.80037 -9.87421 5.62397
C 0.65333 2.10588 10.40320
C 1.41544 2.18808 9.13047
C 0.78411 1.60584 7.80043
O 1.88644 1.43840 6.97226
C 1.73172 0.61037 5.84606
N 1.74175 3.64114 8.81793
H 0.97359 4.27851 8.97217
H 2.66419 3.87356 9.15732
H 1.86316 3.60970 7.81575
H 1.37020 2.38298 11.17613
H 0.25249 1.10966 10.59024
H -0.14435 2.84525 10.47480
H 2.41865 1.77044 9.21562
H -0.04053 2.04657 7.24023
H 0.31619 0.64390 8.00980
H 1.24542 1.13582 5.02416
H 1.04315 -0.19018 6.11638
H 2.72958 0.29933 5.53682
C -0.97473 3.78947 -8.55425
C -1.26480 5.29251 -8.58528
C -0.68504 6.00165 -7.39561
O -1.16516 7.39279 -7.32169
C -0.68879 8.07922 -6.22750
N -0.78380 5.96999 -9.91190
H 0.18425 6.25025 -9.97843
H -1.08752 5.27255 -10.57631
H -1.29798 6.83007 -10.03828
H 0.09027 3.78392 -8.78627
H -1.49237 3.21043 -9.31901
H -1.13503 3.44738 -7.53181
H -2.32935 5.52490 -8.55637
H 0.39716 5.88485 -7.33805
H -1.07252 5.55705 -6.47894
H -0.52516 9.09327 -6.59224
H 0.25199 7.64534 -5.88871
H -1.54245 8.16828 -5.55562
C -7.96583 1.26474 -2.68959
F -8.87198 0.74083 -3.52479
F -7.01393 1.85406 -3.43437
F -8.49172 2.27838 -1.89185
S -7.20570 -0.12071 -1.64339
O -7.51122 -1.36054 -2.32464
O -5.69405 0.20010 -1.46204
O -7.88977 -0.06497 -0.33229
C 0.60417 -5.92230 -5.24136
F -0.15011 -5.37844 -6.25913
F 0.95772 -7.24789 -5.48359
F 1.70642 -5.22374 -5.04796
S -0.45809 -5.90577 -3.63300
O -1.70395 -6.48240 -4.03177
O 0.33023 -6.70079 -2.70084
O -0.67978 -4.49133 -3.41239
C 1.84789 4.58577 -0.76963
F 1.89165 4.74570 -2.09580
F 2.40776 3.47007 -0.34537
F 2.52821 5.65883 -0.21321
S -0.05286 4.73486 -0.08160
O -0.48837 5.88809 -0.87087
O -0.74972 3.45006 -0.38759
O 0.19457 5.03998 1.30635
Br -2.68159 -3.32229 2.23620

2S+1 = 1
E_HOMO = -6.031 eV
Net charge = 0
Frontier orbital gap = 3.61 eV

Here are the Löwdin charges for atoms 1 to 5, given in e: -0.244 1.271 -0.261 -0.019 -0.332


3.
Below is a structure of composition C27H37BFN11O4PtSi, with properties calculated with ωB97M-V/def2-TZVPD.

Positions of all 83 atoms, in Å:
Pt -0.65973 -0.56952 -0.43599
C -2.29983 -3.95629 -0.60464
C -2.16481 -3.32675 0.74357
C -2.65227 -3.78510 1.97385
C -2.26723 -2.84166 2.90596
C -2.50199 -2.82036 4.38176
N -1.58042 -1.88281 2.25625
N -1.52010 -2.18025 0.93408
B -0.94965 -0.57852 2.80598
N 0.53363 -0.52160 2.38574
N 0.91871 -0.69852 1.08807
C 2.25059 -0.75012 1.06830
C 3.06706 -0.94200 -0.16146
C 2.73101 -0.63450 2.37539
C 1.61597 -0.50037 3.18053
C 1.54481 -0.32617 4.66306
N -1.68568 0.63147 2.20045
N -1.79472 0.74078 0.85942
C -2.54563 1.80246 0.57787
C -2.84818 2.22081 -0.82335
C -2.94036 2.39260 1.78194
C -2.37216 1.62967 2.78599
C -2.42746 1.82902 4.26395
H -2.36513 -5.03908 -0.51356
H -1.44247 -3.71306 -1.23188
H -3.20296 -3.60699 -1.10897
H -3.21500 -4.68633 2.15683
H -3.06828 -3.70336 4.67063
H -3.06378 -1.93564 4.68443
H -1.56090 -2.81849 4.93278
H -1.03377 -0.55129 3.99765
H 2.47245 -0.80325 -1.06015
H 3.48424 -1.95079 -0.18279
H 3.88695 -0.22439 -0.18057
H 3.76386 -0.64814 2.68660
H 2.55465 -0.29845 5.06697
H 1.00758 -1.14938 5.13600
H 1.03771 0.60319 4.92494
H -2.41677 1.53171 -1.54527
H -2.44149 3.21393 -1.02220
H -3.92575 2.26672 -0.98382
H -3.54510 3.27577 1.90904
H -3.12535 2.63204 4.49097
H -1.44582 2.11063 4.64868
H -2.75285 0.92610 4.78111
C 1.24946 -0.29259 -5.79506
Si 2.26635 -0.73866 -4.30156
C 3.47259 -2.09604 -4.74803
C 3.20828 0.77523 -3.72646
C 1.19550 -1.42568 -2.94603
H 1.91348 0.10619 -6.56911
H 0.52347 0.47818 -5.52711
H 0.71635 -1.15154 -6.21019
H 4.05883 -1.81018 -5.62710
H 2.95498 -3.03153 -4.98010
H 4.17011 -2.28743 -3.92689
H 4.27170 0.67530 -3.96149
H 3.12092 0.95042 -2.64983
H 2.82750 1.66175 -4.24054
H 0.53966 -0.74807 -2.39262
H 1.01383 -2.48933 -2.81153
F -0.70169 4.72314 2.30791
C 0.24495 4.03376 1.66238
C 0.39616 4.13661 0.34272
N 1.38590 3.47359 -0.35103
C 1.20526 3.22157 -1.77891
C 0.43842 1.92297 -1.99137
O 0.04701 1.61887 -3.11021
O 0.30811 1.27594 -0.88745
C 2.26200 2.62441 0.30511
O 3.12918 1.99736 -0.26267
N 2.05815 2.52839 1.67097
C 1.08171 3.14074 2.44835
O 0.97551 2.92205 3.63619
H -0.26995 4.75694 -0.24171
H 2.17496 3.12484 -2.25970
H 0.64967 4.03819 -2.23401
H 2.65258 1.86033 2.14108
N -1.97042 -0.99842 -1.88049
C -2.25537 -1.49701 -2.92516
N -2.48927 -1.97947 -4.03551
C -3.51526 -2.63297 -4.55138
N -4.36417 -3.23156 -5.05559

2S+1 = 5
E_HOMO (alpha / beta) = -8.332 / -8.995 eV
Net charge = 0
Frontier orbital gap (alpha / beta) = 8.68 / 5.26 eV

Here are the Löwdin charges for atoms 1 to 5, given in e: 1.413 -0.035 -0.324 0.022 -0.263


4.
Below is a structure of composition C17H19IN5PdS2 at a distorted geometry, with properties calculated with ωB97M-V/def2-TZVPD.

Positions of all 45 atoms, in Å:
Pd -0.26567 -0.15195 -0.19645
C 0.83648 0.96269 3.27809
C 0.06096 -0.31078 3.26930
N -0.16998 -0.98559 2.19269
C -0.93454 -2.09583 2.42866
C -1.29274 -2.28276 3.72822
S -0.65559 -1.01029 4.68507
C -1.30600 -2.89453 1.25950
C -1.96117 -4.08518 1.23481
S -2.18871 -4.58567 -0.39021
C -1.37932 -3.15765 -0.94029
N -0.99016 -2.38420 0.02016
C -1.13953 -2.84873 -2.37762
H 0.67176 1.45023 2.31505
H 1.90416 0.76368 3.38912
H 0.51776 1.62247 4.08436
H -1.90431 -3.06294 4.14961
H -2.30928 -4.67355 2.06698
H -2.02941 -3.03203 -2.98070
H -0.31948 -3.45322 -2.76839
H -0.85616 -1.79567 -2.43852
C 0.44268 1.99948 -2.80955
C -0.50225 2.54540 -1.78531
C -1.12111 3.78529 -1.74595
C -1.90151 3.80261 -0.56424
C -1.71120 2.57183 0.04483
C -2.28025 2.07447 1.33793
N -0.86344 1.80436 -0.69993
H 0.16888 2.31964 -3.81874
H 0.42785 0.90635 -2.77638
H 1.47916 2.31289 -2.63954
H -1.03032 4.56897 -2.48611
H -2.53597 4.60184 -0.20505
H -3.31784 2.39444 1.46892
H -1.71915 2.43256 2.21072
H -2.24988 0.98190 1.35760
I 6.11627 0.86865 -2.64659
C 4.38591 0.10267 -1.82725
C 3.48317 0.75719 -1.01738
N 2.53137 -0.13508 -0.70469
N 2.73700 -1.32234 -1.28950
C 3.86940 -1.19585 -1.96420
H 3.46248 1.76822 -0.64748
H 1.56478 0.09109 -0.27989
H 4.27494 -2.02504 -2.52169

2S+1 = 1
E_HOMO = -2.892 eV
Net charge = -1
Frontier orbital gap = 5.11 eV

Here are the Löwdin charges for atoms 1 to 5, given in e: 0.357 -0.079 -0.640 0.043 -0.334